# 1
Computed, not measured: a molecular structure, C16H11AlCl2N5OS, with ωB97M-V with the def2-TZVPD basis set.

```
37
Properties=species:S:1:pos:R:3:forces:R:3
Al -1.2289 -0.5018 -0.3640 -0.248 -0.431 0.074
N -4.7177 -1.1860 1.8021 0.045 0.151 0.131
C -3.7361 -0.6285 1.0955 -0.061 0.002 -0.132
S -3.3673 -1.3305 -0.4690 0.174 -0.130 0.214
N -3.1472 0.4533 1.5863 0.011 0.052 0.091
N -2.1776 0.8479 0.7332 -0.229 0.241 -0.137
C -1.9115 2.0714 0.4814 -0.114 -0.040 0.111
C -1.0359 2.2689 -0.6784 0.018 0.061 -0.128
C -0.6121 3.5050 -1.1271 0.041 -0.102 -0.075
C 0.1226 3.5711 -2.3075 -0.055 -0.053 0.078
C 0.4060 2.4065 -2.9999 -0.030 -0.065 0.040
C -0.0468 1.2001 -2.4880 0.141 0.067 -0.125
N -0.7507 1.1328 -1.3601 0.126 0.078 -0.132
H -5.2270 -1.9749 1.4467 0.024 0.004 -0.023
H -4.9831 -0.7717 2.6810 -0.020 -0.030 0.002
H -2.4011 2.8994 0.9817 -0.014 -0.012 0.039
H -0.8620 4.3979 -0.5728 -0.014 0.010 0.031
H 0.4618 4.5273 -2.6814 0.006 0.007 -0.003
H 0.9657 2.4193 -3.9225 0.008 0.003 -0.024
H 0.1521 0.2602 -2.9874 0.002 -0.017 0.003
Cl 1.0849 -4.3056 -2.2418 -0.034 -0.009 -0.031
C 1.6080 -3.2321 -1.0102 -0.108 0.118 0.052
C 2.8922 -3.4035 -0.4450 0.048 0.084 0.087
C 3.3592 -2.5684 0.5293 -0.025 -0.040 -0.057
Cl 4.9398 -2.7925 1.1883 0.007 -0.028 -0.013
C 2.5565 -1.4971 1.0008 -0.123 -0.064 -0.093
C 2.9296 -0.5433 1.9607 -0.020 0.088 0.035
C 2.0599 0.4694 2.2878 0.018 -0.022 -0.024
C 0.8075 0.5275 1.6744 -0.034 -0.230 0.132
N 0.4108 -0.3707 0.7862 0.151 0.107 0.273
C 1.2736 -1.3669 0.4366 0.190 0.061 -0.101
C 0.7816 -2.2182 -0.5834 0.116 -0.194 0.145
O -0.4493 -1.9707 -1.0064 -0.002 0.297 -0.498
H 3.5105 -4.2139 -0.8045 0.006 -0.007 0.000
H 3.9032 -0.6074 2.4262 0.018 -0.008 0.012
H 2.3235 1.2198 3.0172 0.019 0.016 0.018
H 0.1052 1.3058 1.9341 -0.038 0.032 0.028
```
Forces are in eV/Å.

Properties
Total charge = +1
Molar mass = 419.25 g mol⁻¹

=====

# 2
Computed, not measured: a molecular structure, C16H11Cl5CoN2O4Se, with ωB97M-V with the def2-TZVPD basis set.

```
40
Properties=species:S:1:pos:R:3:forces:R:3
Co 0.6526 -0.1631 -0.0117 -0.356 0.152 1.047
N 1.5204 -0.7514 1.7081 0.122 0.027 -0.084
C 0.9325 0.0071 2.8332 0.043 0.062 -0.002
C 0.3036 1.3048 2.3217 -0.070 -0.002 -0.022
O -0.1139 2.1507 3.1113 0.060 -0.031 -0.018
N 0.2382 1.3254 0.9943 0.114 0.259 -0.165
C -0.4092 2.3738 0.2404 0.111 0.018 -0.032
C -0.8851 1.7622 -1.0765 -0.029 -0.168 -0.021
O -1.7002 2.3162 -1.7849 0.073 0.083 0.003
O -0.3351 0.6048 -1.3614 -0.191 -0.078 -0.268
H 1.5165 -1.7532 1.8634 -0.090 0.005 -0.078
H 2.4844 -0.4675 1.5494 0.019 -0.100 0.032
H 1.6646 0.2483 3.6044 0.013 -0.033 -0.009
H 0.1432 -0.5856 3.2958 -0.011 0.000 -0.027
H 0.2990 3.1683 -0.0191 -0.029 0.036 0.050
H -1.2358 2.8245 0.7882 -0.042 -0.046 -0.006
Cl -4.0563 -5.4632 -1.3398 0.002 0.003 -0.003
C -2.6759 -4.4463 -1.1325 -0.027 -0.008 0.006
C -2.7425 -3.3231 -0.3142 0.000 0.000 0.020
Cl -4.2046 -2.9446 0.5184 -0.004 -0.005 -0.002
C -1.6327 -2.5115 -0.1552 0.035 0.044 -0.027
Cl -1.6789 -1.1339 0.8944 -0.031 -0.103 -0.049
C -0.4027 -2.7542 -0.8082 0.082 0.070 -0.001
O 0.6394 -2.0176 -0.6583 0.239 -0.039 -0.269
C -0.3655 -3.9206 -1.6118 -0.004 -0.002 -0.027
Cl 1.1318 -4.2942 -2.3833 -0.009 0.011 -0.004
C -1.4719 -4.7382 -1.7730 0.016 -0.007 0.002
Cl -1.3636 -6.1390 -2.7763 -0.004 0.003 0.003
Se 2.6086 0.9361 -0.6278 -0.010 -0.145 -0.110
C 3.0222 0.3519 -2.4026 -0.001 -0.046 0.002
C 2.7341 -0.9263 -2.8739 0.010 0.060 -0.011
C 3.1053 -1.2898 -4.1601 0.004 0.005 -0.021
C 3.7787 -0.3975 -4.9843 -0.004 -0.045 0.008
C 4.0619 0.8768 -4.5172 0.003 0.042 0.023
C 3.6763 1.2540 -3.2383 -0.006 0.015 -0.003
H 2.2065 -1.6275 -2.2454 -0.023 -0.027 0.060
H 2.8624 -2.2830 -4.5188 -0.003 -0.006 0.007
H 4.0746 -0.6917 -5.9837 -0.018 0.005 -0.004
H 4.5704 1.5903 -5.1548 0.005 -0.001 0.006
H 3.8719 2.2601 -2.8872 0.010 -0.005 -0.003
```
Forces are in eV/Å.

Properties
Total charge = -1
Molar mass = 610.43 g mol⁻¹

=====

# 3
Computed, not measured: a molecular structure, C16H11CuN2O4S3, with ωB97M-V with the def2-TZVPD basis set.

```
37
Properties=species:S:1:pos:R:3:forces:R:3
Cu -1.9606 0.2463 -0.6033 0.038 -0.032 0.145
O 0.8955 4.4541 -1.9099 0.042 0.001 0.105
C 0.9816 3.3521 -2.6934 -0.028 0.307 -0.016
O 0.9145 3.4124 -3.8844 0.015 -0.105 -0.183
C 1.1707 2.1096 -1.8802 -0.046 0.121 0.202
C 1.3948 2.1913 -0.5088 0.022 -0.006 0.027
C 1.4783 1.0179 0.2171 -0.018 -0.077 -0.068
C 1.3116 -0.1842 -0.4550 -0.003 0.146 -0.007
C 1.1183 -0.1448 -1.8316 -0.025 -0.131 -0.060
N 1.0610 0.9718 -2.5439 0.079 -0.183 -0.055
C 0.9646 -1.4489 -2.5807 -0.103 -0.041 0.019
O -0.0296 -2.2347 -2.1216 -0.026 0.064 0.031
O 1.6827 -1.8061 -3.4675 0.019 0.047 0.032
H 0.7029 5.1917 -2.5047 -0.005 -0.020 -0.045
H 1.4749 3.1567 -0.0332 -0.006 -0.001 -0.001
H 1.6426 1.0327 1.2864 -0.001 -0.012 0.009
H 1.3290 -1.1318 0.0652 0.023 0.016 0.034
H -0.6146 -1.7359 -1.5164 0.038 -0.057 -0.040
S -3.7425 2.8808 -3.6697 -0.061 0.095 -0.080
C -3.0492 1.8962 -2.5720 0.118 -0.031 0.108
S -3.0654 0.1695 -2.5912 -0.110 -0.237 -0.203
S -2.1463 2.3889 -1.1638 0.065 0.185 0.085
C -2.0076 -1.4784 0.4204 0.033 -0.110 0.043
C -1.0415 -1.6025 1.5259 -0.134 0.077 -0.146
C -0.1275 -2.6642 1.5977 0.047 0.003 0.023
C 0.8099 -2.7474 2.6099 -0.045 0.028 -0.050
C 0.8570 -1.7661 3.5994 0.106 -0.005 0.104
C -0.0514 -0.7053 3.5590 -0.078 -0.023 -0.102
C -0.9762 -0.6296 2.5379 0.073 0.019 0.124
C 1.8276 -1.8469 4.6533 -0.023 -0.001 -0.028
N 2.6063 -1.9111 5.4987 0.001 0.002 0.006
H -3.0149 -1.2960 0.8155 -0.001 0.009 0.000
H -2.0581 -2.3967 -0.1681 -0.027 -0.006 0.009
H -0.1621 -3.4331 0.8352 0.018 -0.015 -0.015
H 1.5088 -3.5730 2.6433 0.004 -0.008 0.004
H -0.0213 0.0561 4.3276 0.014 -0.003 0.010
H -1.6638 0.2087 2.5066 -0.013 -0.015 -0.020
```
Forces are in eV/Å.

Properties
2S+1 = 2
Total charge = -1
Molar mass = 455.02 g mol⁻¹
⟨S²⟩ = 0.757

=====

# 4
Computed, not measured: C16H11F9N2 in the gas phase, with ωB97M-V with the def2-TZVPD basis set.

```
38
Properties=species:S:1:pos:R:3:forces:R:3
C 0.5467 -0.8385 -2.0427 -0.292 0.144 -0.091
N 1.1453 -0.3705 -0.7976 -0.166 0.570 -0.344
C 2.1873 -0.9819 -0.0978 -1.022 1.493 1.523
C 3.1257 -2.0774 -0.4732 0.146 2.174 -0.192
F 3.7768 -1.7133 -1.6276 -0.619 -0.735 -0.331
F 4.1371 -2.1571 0.4290 -0.691 -0.318 0.287
C 2.4691 -3.4483 -0.6340 1.613 0.200 -0.785
F 3.5254 -4.2342 -0.9599 -0.655 -0.693 0.126
F 1.6266 -3.4014 -1.7066 0.227 -0.405 0.955
C 1.7344 -3.9680 0.6327 -0.523 -0.696 0.977
F 2.4271 -3.7971 1.8042 -0.130 -0.017 -1.449
F 0.5747 -3.2876 0.7625 0.258 -0.305 -0.243
C 1.3990 -5.5049 0.5581 -1.225 -1.543 0.835
F 0.4418 -5.7722 -0.3595 1.100 0.564 -0.109
F 2.4807 -6.2652 0.3558 -0.405 0.677 -0.340
F 0.8498 -5.9616 1.7193 0.600 1.045 -0.398
C 2.1879 -0.3159 1.1143 0.477 -0.091 -0.172
N 1.2274 0.6512 1.1873 0.769 -0.304 -0.279
C 0.6217 0.6457 0.0191 0.082 -0.902 -0.018
C -0.4923 1.5687 -0.2778 -0.729 1.197 2.260
C -1.0513 2.3993 0.7007 0.858 -2.044 -2.518
C -2.2068 3.3031 0.4782 1.317 -0.674 -0.175
C -2.8745 3.6717 1.6385 -0.621 0.771 0.799
C -3.9238 4.5768 1.5894 -0.646 0.419 -1.642
C -4.3338 5.1414 0.3330 0.486 -0.552 0.802
C -3.6303 4.7671 -0.8134 1.110 -0.307 0.298
C -2.5463 3.8376 -0.7668 -1.162 1.132 0.569
H -0.1105 -1.6615 -1.8191 -0.583 -0.190 0.103
H 1.2490 -1.2576 -2.7540 0.508 0.396 0.097
H -0.0208 -0.0419 -2.5333 0.216 -0.108 0.236
H 2.9308 -0.4469 1.8887 -0.260 -0.074 0.091
H -0.9293 1.5687 -1.2522 -0.109 0.007 -0.541
H -0.6893 2.3066 1.7186 0.128 0.067 -0.100
H -2.5291 3.3225 2.6312 -0.235 0.042 -0.831
H -4.4506 4.8615 2.4827 -0.029 0.076 0.244
H -5.1506 5.8937 0.2581 0.765 -0.715 0.214
H -3.7872 5.3206 -1.7279 -0.287 -0.216 -0.204
H -1.9378 3.6669 -1.6581 -0.269 -0.083 0.345
```
Forces are in eV/Å.

Properties
Molar mass = 402.26 g mol⁻¹
Structure (SMILES) = Cn1c(C(F)(F)C(F)(F)C(F)(F)C(F)(F)F)cnc1/C=C/c1ccccc1

=====

In the order shown, the computed max |F| values come out to 0.011; 0.022; 0.006; 0.065 Eh/bohr.
In the order shown, the computed energy relative to the best compared isomer or geometry (same formula, charge and spin) values come out to 46.2; 11.1; 0.0; 9.4 kJ/mol.